No. 1
Computed, not measured: C48H34InN4S2 as an isolated structure in a non-equilibrium geometry, with wB97M-V/def2-TZVPD.

energy	-3055.03474	Eh
LUMO (alpha / beta)	1.60 / 1.60	eV
Kohn-Sham gap (alpha / beta)	5.106 / 5.103	eV
energy relative to the best compared isomer or geometry (same formula, charge and spin)	58.32	kJ/mol

ORCA input file:
```
! wB97M-V def2-TZVPD RIJCOSX def2/J DEFGRID3
* xyz -1 1
In -0.2501 0.0068 -0.3424
C 3.5757 5.5804 -3.9406
C 2.6506 6.1246 -3.0661
C 1.9259 5.3066 -2.2165
C 2.1111 3.9297 -2.2331
C 3.0500 3.3906 -3.1118
C 3.7746 4.2099 -3.9566
C 1.3102 2.9900 -1.4145
C -0.0206 2.8064 -1.8014
C -0.7465 3.6819 -2.6660
C -2.0323 3.2387 -2.6889
C -2.0906 2.0589 -1.8862
C -3.2766 1.3239 -1.6395
C -4.5464 1.9345 -2.0723
C -4.8879 2.1534 -3.4018
C -6.0810 2.7774 -3.7211
C -6.9441 3.1883 -2.7194
C -6.6181 2.9626 -1.3916
C -5.4283 2.3410 -1.0717
C -3.3899 0.1976 -0.8404
N -2.3956 -0.3142 -0.0857
C -2.9073 -1.3051 0.6945
C -2.2161 -1.9331 1.7141
C -2.8497 -3.0891 2.3627
C -4.0453 -3.0037 3.0747
C -4.6372 -4.1428 3.5907
C -4.0511 -5.3852 3.4120
C -2.8551 -5.4787 2.7184
C -2.2631 -4.3434 2.2021
C -0.8871 -1.4976 2.1073
C -0.0733 -2.3548 3.0170
C 1.1459 -2.6617 2.5705
C 1.5618 -2.2563 1.2064
N -0.2476 -0.4925 1.6698
C 2.5549 -1.0758 0.8205
C 2.4877 0.4139 0.6524
C 3.6478 1.2386 0.6864
C 3.3417 2.3866 -0.0020
C 2.0028 2.2435 -0.4540
N 1.5166 1.0672 0.0347
C 3.6000 -1.2161 1.9217
C 3.1410 -0.7569 3.1598
C 3.9620 -0.7215 4.2671
C 5.2909 -1.0993 4.1503
C 5.7627 -1.5319 2.9281
C 4.9258 -1.6080 1.8223
C -4.2975 -1.4961 0.3270
C -4.5971 -0.5623 -0.6001
N -0.8706 1.8194 -1.3639
H 4.1439 6.2166 -4.6057
H 2.4908 7.1935 -3.0489
H 1.2087 5.7306 -1.5274
H 3.1936 2.3199 -3.1403
H 4.4941 3.7778 -4.6374
H -0.3662 4.5510 -3.1706
H -2.8653 3.6796 -3.2022
H -4.2079 1.8261 -4.1756
H -6.3446 2.9448 -4.7568
H -7.8756 3.6777 -2.9709
H -7.2934 3.2766 -0.6081
H -5.1552 2.1775 -0.0385
H -4.5125 -2.0409 3.2303
H -5.5694 -4.0696 4.1359
H -4.5262 -6.2775 3.7975
H -2.3889 -6.4431 2.5686
H -1.3490 -4.4081 1.6326
H -0.4476 -2.7005 3.9698
H 1.8228 -3.2911 3.1373
H 4.5888 1.0127 1.1573
H 3.9892 3.2285 -0.1673
H 2.1232 -0.3994 3.2233
H 3.5715 -0.3775 5.2142
H 5.9514 -1.0235 5.0019
H 6.8074 -1.7967 2.8225
H 5.3498 -1.9315 0.8881
H -4.9521 -2.2398 0.7423
H -5.5406 -0.3874 -1.0873
C 2.8229 -4.3989 0.2158
C 2.1307 -3.0765 0.1027
S 0.3406 -3.0128 0.0149
C 2.7119 -1.8071 -0.5657
C 4.0681 -1.9116 -1.2362
S 1.6060 -1.0888 -1.8636
H 2.2104 -5.0608 0.8225
H 3.7879 -4.2714 0.7067
H 2.9678 -4.8542 -0.7604
H 4.6735 -2.6984 -0.7939
H 4.5752 -0.9511 -1.1588
H 3.9305 -2.1408 -2.2921
*
```

---

No. 2
Computed, not measured: a 2-piece molecular cluster, C3H6O3S overall in a non-equilibrium geometry, with wB97M-V/def2-TZVPD.

energy	-741.68404	Eh
LUMO	0.31	eV
Kohn-Sham gap	10.232	eV
energy relative to the best compared isomer or geometry (same formula, charge and spin)	258.10	kJ/mol

ORCA input file:
```
! wB97M-V def2-TZVPD RIJCOSX def2/J DEFGRID3
* xyz 0 1
C -2.0820 0.9545 -0.3913
C -0.1684 0.8223 -1.1821
C 0.5166 -0.8369 0.8710
O 0.7086 1.8068 1.0431
O 2.2472 0.7196 -0.4885
O -2.8863 0.3982 0.3137
S 0.9688 0.7505 0.1287
H -0.1373 1.8075 -1.6386
H -2.4640 1.9177 -0.7972
H -0.0064 0.0759 -1.8143
H -0.3610 -0.7964 1.5757
H 0.2907 -1.2727 -0.1016
H 1.4730 -1.1083 1.3002
*
```

---

No. 3
Computed, not measured: a single C11H21N5O3 molecule in a non-equilibrium geometry, with wB97M-V/def2-TZVPD.

energy	-931.24181	Eh
LUMO	0.59	eV
Kohn-Sham gap	9.158	eV
SMILES string	[H]/N=C(/N)NCCC[C@H](NC(=O)[C@@H]1CCCN1)C(=O)O
energy relative to the best compared isomer or geometry (same formula, charge and spin)	201.62	kJ/mol

ORCA input file:
```
! wB97M-V def2-TZVPD RIJCOSX def2/J DEFGRID3
* xyz 0 1
C 2.1984 0.0069 -0.6676
C 1.1695 1.1129 -1.1780
C 1.8709 -0.3927 0.8063
C 3.3053 -0.5902 1.3838
C 4.3118 -0.3817 0.1466
C -1.1183 1.7842 -0.7418
C -0.6878 2.5518 0.5087
C -2.5805 1.3234 -0.5885
C -2.9451 0.3310 0.4691
C -3.3845 -1.0695 -0.0358
C -1.1663 -2.1497 0.0196
H 3.8972 0.4211 -1.6433
H 2.0230 -0.9030 -1.2106
H 1.3035 -1.2730 0.8405
H 1.3500 0.3485 1.4441
H 3.5323 0.1290 2.1610
H 3.3014 -1.6042 1.8941
H 4.5304 -1.3938 -0.2752
H 5.2140 0.1944 0.5396
H -0.2220 -0.1858 -0.5638
H -0.9282 2.4807 -1.5675
H -3.0722 2.3248 -0.4636
H -2.9499 0.9124 -1.5539
H -2.1006 0.2929 1.2185
H -3.8185 0.7004 1.0354
H -3.9458 -1.6636 0.6970
H -4.1239 -0.8541 -0.7958
H -2.0161 -1.2846 -1.5521
H -1.8945 -1.6430 1.6600
H 0.3386 -3.2807 -0.0923
H -0.5699 -3.1307 -1.6420
H -1.1918 4.0446 1.5264
N 3.5300 0.4947 -0.6885
N -0.1325 0.7202 -1.0397
N -2.2823 -1.8390 -0.7445
N -0.9566 -1.8532 1.2559
N -0.1899 -2.7093 -0.8012
O 1.6168 2.1871 -1.6193
O 0.2911 2.2624 1.1484
O -1.5072 3.5783 0.7101
*
```

---

No. 4
Computed, not measured: C54H39Cl2IrNOP2S as an isolated structure, with wB97M-V/def2-TZVPD.

energy	-4316.52672	Eh
LUMO (alpha / beta)	-2.41 / -3.52	eV
Kohn-Sham gap (alpha / beta)	6.471 / 6.750	eV

ORCA input file:
```
! wB97M-V def2-TZVPD RIJCOSX def2/J DEFGRID3
* xyz 1 5
Ir -0.2336 -0.5214 0.4362
O 0.4461 1.8418 1.0648
S -0.1834 2.2373 -0.2772
C 0.9850 3.1940 -1.1861
C 0.5737 4.3649 -1.7763
C 1.4124 5.1430 -2.5991
C 2.6840 4.7067 -2.8025
C 3.8145 5.3219 -3.5925
C 4.9674 4.2887 -3.5040
C 4.4133 3.1695 -2.6549
C 4.9616 1.9802 -2.2908
C 4.1659 1.0978 -1.5332
C 2.8786 1.3594 -1.1064
P 2.1349 -0.0484 -0.1824
C 2.7941 -1.5098 -1.0440
C 2.6396 -1.6043 -2.4277
C 3.0103 -2.7593 -3.0955
C 3.5339 -3.8360 -2.3871
C 3.6871 -3.7469 -1.0134
C 3.3184 -2.5867 -0.3405
C 2.9441 -0.0266 1.4542
C 2.3924 -0.7918 2.4821
C 2.9892 -0.8360 3.7332
C 4.1462 -0.1100 3.9768
C 4.6983 0.6605 2.9641
C 4.1024 0.7024 1.7117
C 2.2879 2.6310 -1.4587
C 3.0954 3.4720 -2.2497
C -1.5226 3.2863 0.1262
C -1.2888 4.5056 0.7221
C -2.3366 5.3411 1.1427
C -3.6188 4.9054 0.9470
C -4.9390 5.5647 1.2728
C -6.0152 4.5108 0.8967
C -5.2321 3.3467 0.3377
C -5.6324 2.1389 -0.1334
C -4.6388 1.2181 -0.5518
C -3.2830 1.4620 -0.5267
P -2.1811 0.0572 -0.9972
C -3.3104 -1.3126 -1.3576
C -3.7910 -1.5607 -2.6427
C -4.6565 -2.6210 -2.8691
C -5.0495 -3.4386 -1.8170
C -4.5817 -3.1916 -0.5339
C -3.7160 -2.1317 -0.3077
C -1.5025 0.5096 -2.6280
C -1.8811 1.6651 -3.3018
C -1.2996 1.9889 -4.5238
C -0.3547 1.1450 -5.0852
C 0.0100 -0.0242 -4.4250
C -0.5510 -0.3376 -3.1970
C -2.8423 2.7541 -0.0382
C -3.8503 3.6363 0.3805
H -0.4334 4.7163 -1.5997
H 1.0411 6.0630 -3.0319
H 4.1001 6.2826 -3.1628
H 3.5147 5.5151 -4.6226
H 5.8619 4.7155 -3.0497
H 5.2600 3.9199 -4.4873
H 5.9637 1.6906 -2.5804
H 4.6026 0.1372 -1.2873
H 2.2370 -0.7667 -2.9855
H 2.8938 -2.8225 -4.1700
H 3.8249 -4.7384 -2.9084
H 4.0963 -4.5805 -0.4580
H 3.4431 -2.5298 0.7337
H 1.4913 -1.3738 2.3103
H 2.5456 -1.4361 4.5167
H 4.6126 -0.1400 4.9527
H 5.5955 1.2369 3.1476
H 4.5413 1.3298 0.9488
H -0.2637 4.8258 0.8673
H -2.1180 6.2953 1.6042
H -5.0571 6.4808 0.6927
H -4.9883 5.8497 2.3235
H -6.7231 4.8961 0.1630
H -6.5987 4.1995 1.7635
H -6.6761 1.8555 -0.1825
H -4.9873 0.2579 -0.9057
H -3.4840 -0.9360 -3.4718
H -5.0219 -2.8115 -3.8696
H -5.7199 -4.2684 -1.9993
H -4.8842 -3.8242 0.2907
H -3.3670 -1.9340 0.6969
H -2.6335 2.3194 -2.8762
H -1.5947 2.8946 -5.0380
H 0.0916 1.3899 -6.0404
H 0.7344 -0.6954 -4.8699
H -0.2509 -1.2453 -2.6825
Cl -0.5136 -5.2222 -0.3604
C -1.2352 -4.6128 1.0851
C -1.8739 -5.4694 1.9561
C -2.4623 -4.9716 3.1143
C -2.4251 -3.6083 3.3998
C -1.7841 -2.7676 2.5210
Cl -1.7909 -1.0423 2.8269
C -1.1498 -3.2251 1.3371
N -0.5330 -2.3835 0.4962
H -1.9085 -6.5254 1.7265
H -2.9597 -5.6472 3.7964
H -2.8949 -3.2094 4.2879
*
```

---

No. 5
Computed, not measured: a 2-piece molecular cluster, C23H32N4O5S2 overall in a non-equilibrium geometry, with wB97M-V/def2-TZVPD.

energy	-2287.28605	Eh
LUMO	0.50	eV
Kohn-Sham gap	8.691	eV
SMILES string	C=CCSc1nc2ccc(NC(=O)CCC(=O)O)cc2s1.CC[C@H](C)[C@H](NC(C)=O)C(=O)NC
energy relative to the best compared isomer or geometry (same formula, charge and spin)	145.77	kJ/mol

ORCA input file:
```
! wB97M-V def2-TZVPD RIJCOSX def2/J DEFGRID3
* xyz 0 1
O -4.4655 3.3330 2.1505
O 7.8940 -2.3445 -6.6373
O 4.1877 -0.5439 -4.2658
O -2.2036 0.4529 6.3265
N -1.1220 -1.7363 -0.8110
O 9.2074 -0.8233 -5.6116
S -1.0098 -0.5579 -3.1453
S -3.4944 -0.5751 -1.2448
C -3.4914 2.9733 2.7891
C 8.0722 -1.5360 -5.7434
C 4.5550 -1.6899 -4.0516
C -2.6552 1.2228 5.4848
C -1.8348 -1.0259 -1.6574
C -5.7912 -1.0340 -4.4170
C -4.5960 -1.0437 -3.7341
C 1.1453 -2.6908 -0.6787
C 2.3957 -2.8585 -1.2961
C 1.6410 -1.5430 -3.1794
C 0.1489 -1.9560 -1.3208
C 0.3997 -1.3930 -2.5620
C 2.6603 -2.2781 -2.5470
N 3.9045 -2.5095 -3.1447
N -3.4573 2.2334 5.8464
N -3.3434 1.6760 3.0763
C -2.4851 4.0197 3.2316
C -4.1988 0.0815 -2.8156
C -3.7607 2.5853 7.2326
C 0.5932 0.8554 1.3961
C 6.9753 -1.2730 -4.7163
C 5.7544 -2.2153 -4.8306
C 0.0886 0.4055 4.4196
C -0.7736 0.5905 2.0424
C -0.9206 1.1126 3.4965
C -2.3995 0.9683 3.9768
H 9.7594 -1.0972 -6.3603
H -6.4981 -0.2146 -4.3235
H -6.0649 -1.8550 -5.0734
H -3.9190 -1.8855 -3.8615
H 0.9310 -3.1292 0.2905
H 3.1590 -3.4380 -0.7878
H 1.7929 -1.0932 -4.1547
H 4.3829 -3.3667 -2.8927
H -3.8802 2.7812 5.1139
H -4.0539 1.0996 2.6507
H -2.1466 3.8505 4.2493
H -2.9530 5.0015 3.1693
H -1.6362 3.9962 2.5511
H -3.4764 0.7371 -3.3097
H -5.0779 0.6887 -2.5775
H -4.1406 1.7088 7.7615
H -4.5066 3.3801 7.2687
H -2.8502 2.9217 7.7318
H 1.3617 0.2292 1.8474
H 0.8596 1.9070 1.5054
H 0.5385 0.6157 0.3337
H 6.6572 -0.2357 -4.8591
H 7.4049 -1.3505 -3.7145
H 5.4440 -2.3016 -5.8767
H 6.0273 -3.2146 -4.4829
H 0.0756 0.8548 5.4121
H 1.1036 0.5136 4.0420
H -0.1558 -0.6543 4.5018
H -0.9729 -0.4820 2.0176
H -1.5109 1.0773 1.4045
H -0.6472 2.1644 3.5042
H -2.6279 -0.0918 3.8602
*
```

---

No. 6
Computed, not measured: C4H33N2O10 as an isolated structure in a non-equilibrium geometry, with wB97M-V/def2-TZVPD.

energy	-1033.94853	Eh
LUMO	-2.22	eV
Kohn-Sham gap	9.181	eV
energy relative to the best compared isomer or geometry (same formula, charge and spin)	0.00	kJ/mol

ORCA input file:
```
! wB97M-V def2-TZVPD RIJCOSX def2/J DEFGRID3
* xyz 1 1
C 0.8718 -0.4755 0.1031
C 1.3632 0.4998 -0.9609
C 0.2398 1.3253 -1.5931
C -0.7575 0.5107 -2.4223
N -0.1884 -0.3124 -3.4606
N 0.9061 0.1309 1.4580
H -0.1408 -0.8139 -0.1065
H 1.5010 -1.3536 0.1377
H 1.8851 -0.0478 -1.7469
H 2.1334 1.1615 -0.5631
H -0.2736 1.8700 -0.7966
H 0.6684 2.1049 -2.2153
H -1.4786 1.1778 -2.8617
H -1.3080 -0.1449 -1.7709
H 0.3910 -1.0429 -3.1044
H 0.3321 0.2114 -4.1476
H 0.5241 1.0810 1.4561
H 1.8764 0.1786 1.7914
H 0.3636 -0.4251 2.1507
H -4.0984 -1.0267 1.7122
H -3.2421 0.2106 1.3802
O -3.2113 -0.7739 1.3981
H -3.9110 2.3085 1.8538
H -2.3731 2.3869 1.6942
O -3.2008 1.8948 1.3803
H -2.5196 -1.6190 0.0016
H -2.7122 -2.0182 -1.5355
O -2.2335 -2.2186 -0.7310
H 3.8319 0.0108 2.1455
H 3.4492 -0.8737 0.8934
O 3.0781 -0.2775 1.6112
H -0.2108 -4.4518 -0.4925
H -0.7607 -3.0321 -0.7109
O 0.0677 -3.5154 -0.6008
H -0.6773 6.3368 0.9034
H -1.1584 5.4111 -0.2373
O -0.6700 5.4170 0.5729
H 2.4442 -3.6961 -2.6566
H 1.4131 -3.1191 -1.5968
O 2.2337 -2.9197 -2.1330
H -1.7672 -1.2091 2.3785
H -0.9318 -2.1707 3.3186
O -0.9544 -1.2831 2.9531
H -1.0283 3.7211 3.1405
H -0.8399 4.1045 1.6559
O -0.9459 3.3428 2.2732
H 3.3678 -2.2040 -1.1018
H 4.6540 -2.5277 -0.3537
O 3.9980 -1.8443 -0.4641
*
```

---

No. 7
Computed, not measured: C19H44AsF6O29S8 as an isolated structure in a non-equilibrium geometry, with wB97M-V/def2-TZVPD.

energy	-8952.75261	Eh
LUMO	1.46	eV
Kohn-Sham gap	10.613	eV

ORCA input file:
```
! wB97M-V def2-TZVPD RIJCOSX def2/J DEFGRID3
* xyz -1 1
As -12.8426 26.6654 -24.7110
F -13.6745 27.5586 -23.3410
F -12.7392 28.2473 -25.6044
F -12.0797 25.6265 -25.9565
F -13.0824 25.0984 -23.7408
F -14.4343 26.4450 -25.4986
F -11.3017 26.8532 -23.8848
O -9.3658 21.6644 -28.9585
S -9.1069 22.5915 -27.8399
O -9.4167 24.0131 -27.9092
O -9.8866 22.0405 -26.5291
C -10.7533 22.9202 -25.7939
C -11.2128 21.9417 -24.6858
C -7.3691 22.3725 -27.2674
H -11.5998 23.3402 -26.3371
H -10.2081 23.7344 -25.3163
H -12.0724 22.4092 -24.2055
H -10.3916 21.8387 -23.9766
H -11.6122 21.0124 -25.0920
H -7.2942 21.3654 -26.8572
H -7.0825 23.1568 -26.5668
H -6.7504 22.4972 -28.1562
O -14.6090 27.5776 -30.9840
S -14.1414 26.4593 -30.1987
O -14.9073 25.2167 -30.2103
O -12.6237 26.1112 -30.7746
C -12.1008 24.9272 -30.3068
C -10.8818 24.5468 -31.1283
C -13.7190 27.0691 -28.4611
H -12.7405 24.0596 -30.4680
H -11.8458 24.9315 -29.2470
H -10.5910 23.5197 -30.9077
H -10.0345 25.1853 -30.8784
H -11.1475 24.5898 -32.1846
H -13.1700 28.0075 -28.5405
H -13.0468 26.2799 -28.1244
H -14.6422 26.9927 -27.8868
O -18.3592 22.8078 -21.6831
S -17.6309 23.7774 -22.5195
O -18.4275 24.5233 -23.5442
O -16.8118 24.8829 -21.5569
C -15.9746 25.7969 -22.1728
C -16.4805 27.2226 -21.9151
C -16.1949 22.8274 -23.3596
H -15.8243 25.6067 -23.2355
H -14.9964 25.6081 -21.7307
H -16.4354 27.1850 -20.8267
H -17.5243 27.2989 -22.2199
H -15.7447 27.8889 -22.3655
H -16.5812 21.8737 -23.7192
H -15.4224 22.8357 -22.5906
H -15.8931 23.3815 -24.2484
C -17.6864 25.5300 -26.3669
C -19.1448 25.7688 -26.6376
O -19.3132 26.8084 -27.6162
S -17.9059 27.1053 -28.4170
O -17.4048 28.4781 -28.1410
O -18.1274 26.7069 -29.8296
O -17.0472 25.9067 -27.6192
H -17.4029 24.4814 -26.2763
H -17.2990 26.0673 -25.5012
H -19.5793 25.9059 -25.6474
H -19.6762 24.8640 -26.9326
C -10.0680 24.7519 -21.9236
C -10.8456 24.9165 -20.6108
O -10.4477 23.8227 -19.7344
S -9.0338 23.1588 -20.1762
O -8.9064 21.7085 -19.9741
O -8.0094 24.0447 -19.6366
O -9.2762 23.5502 -21.7499
H -9.5457 25.6624 -22.2170
H -10.7930 24.6045 -22.7242
H -11.9019 24.7140 -20.7880
H -10.5360 25.8845 -20.2170
C -14.5002 30.6224 -25.0421
C -15.8808 30.8637 -24.4871
O -16.1324 32.2651 -24.2037
S -14.9675 33.1821 -24.8387
O -14.0490 33.5408 -23.8366
O -15.5582 34.2270 -25.7037
O -14.4249 31.8549 -25.7317
H -14.6186 29.7267 -25.6518
H -13.7161 30.4633 -24.3018
H -15.9781 30.4529 -23.4822
H -16.6222 30.4003 -25.1381
C -8.6152 29.5680 -26.9589
C -8.6343 28.1818 -26.3809
O -7.6724 28.1395 -25.3663
S -7.6725 29.5949 -24.5598
O -6.3031 29.9107 -24.1897
O -8.7964 29.7108 -23.6632
O -8.0546 30.4026 -25.9352
H -9.6076 29.8692 -27.2945
H -7.9460 29.5619 -27.8193
H -8.2958 27.3795 -27.0365
H -9.6235 27.9545 -25.9834
C -12.3538 28.3989 -18.9812
C -13.0356 27.7048 -20.2527
O -13.4874 26.5305 -19.6560
S -14.0629 26.7112 -18.0945
O -13.5968 25.6879 -17.2282
O -15.4877 27.0005 -18.0725
O -13.1710 28.1062 -17.8717
H -12.2236 29.4798 -19.0356
H -11.3758 27.9678 -18.7674
H -12.3357 27.5385 -21.0716
H -13.8430 28.3664 -20.5667
*
```

---

No. 8
Computed, not measured: C2H2O2Tb as an isolated structure in a non-equilibrium geometry, with wB97M-V/def2-TZVPD.

energy	-1051.38993	Eh
LUMO (alpha / beta)	-13.42 / -12.87	eV
Kohn-Sham gap (alpha / beta)	5.023 / 5.574	eV

ORCA input file:
```
! wB97M-V def2-TZVPD RIJCOSX def2/J DEFGRID3
* xyz 2 8
C 0.5623 -0.4852 -0.6671
C 0.1190 -1.5944 -0.3874
O -1.9655 0.5413 1.6186
Tb -0.8189 2.1899 0.9335
H -0.0330 -2.6582 -0.4695
O 0.6254 0.8239 -0.4240
H 1.5108 1.1826 -0.6040
*
```